{"formula": "C2H10N2O3P", "method": "the ωB97M-V functional and the def2-TZVPD basis", "symbols": ["C", "H", "H", "H", "C", "N", "H", "H", "H", "P", "N", "O", "O", "H", "O", "H", "H", "H"], "xyz": [[-0.835395, -0.608172, 0.165378], [-2.702328, -0.913033, -0.509906], [0.333598, 0.826797, 2.096837], [-1.264002, 1.429309, -0.322888], [-1.066893, 0.823932, 0.565334], [-1.942751, -1.354885, -0.008548], [-1.797525, -2.311717, -0.298384], [2.604732, -2.130066, -1.148395], [-1.943359, 0.862311, 1.218464], [1.366388, -0.404678, -1.808242], [0.125746, 1.358601, 1.247803], [1.751435, 0.892437, -0.693862], [-0.159068, -0.470751, -1.596836], [0.002324, -1.128998, 0.610549], [1.902467, -1.595825, -0.783724], [0.015119, 2.345975, 1.486552], [0.938090, 1.219499, 0.512328], [2.671419, 1.159263, -0.732460]], "forces_ev_per_angstrom": [[-0.12, -0.49, -1.86], [-0.07, -0.04, 0.11], [0.01, 0.22, -0.08], [0.07, -0.07, 0.12], [-0.63, -0.07, -0.29], [0.14, 0.18, 0.04], [0.04, 0.01, 0.10], [0.32, -0.24, -0.25], [0.22, 0.06, 0.03], [1.27, -0.24, -0.11], [0.33, -0.06, -0.14], [-0.66, -0.13, -0.06], [-0.91, 0.45, 2.17], [0.10, -0.06, -0.03], [-0.54, 0.42, 0.11], [0.07, -0.16, -0.01], [0.02, 0.19, 0.26], [0.33, 0.03, -0.12]], "e_tot_ev": -20642.6972, "relative_energy_kj_mol": 11.7, "largest_force_ha_per_bohr": 0.047, "charge": 1, "orbital_gap_ha": 0.3382}

{"formula": "C14H30Br2IrO3P", "method": "the ωB97M-V functional and the def2-TZVPD basis", "symbols": ["H", "H", "H", "H", "H", "H", "H", "H", "H", "H", "C", "H", "C", "H", "C", "C", "H", "H", "O", "C", "H", "C", "H", "O", "H", "H", "O", "C", "Br", "C", "H", "C", "H", "H", "C", "H", "C", "H", "H", "P", "C", "H", "Ir", "H", "H", "Br", "H", "H", "C", "C", "H"], "xyz": [[-1.345537, -6.015792, 0.254399], [0.003806, 4.231041, 0.105695], [0.591546, -3.296603, 0.831834], [3.458678, 3.019545, -2.094404], [-1.599615, 4.830119, -1.646243], [1.726824, 4.110189, -3.747791], [-2.793382, -2.626732, 0.985874], [3.008771, 3.574976, 0.141923], [-2.024520, 1.222728, -0.561843], [2.328894, 4.971596, -1.751278], [2.046649, 3.732260, 0.627886], [3.640645, 1.636794, -3.158409], [1.587441, 2.140122, -2.784607], [2.269912, 1.259917, 3.170110], [1.353967, 5.146333, -1.299853], [1.421054, 3.093814, -3.979959], [-1.002047, 4.505308, -3.283645], [0.404082, 3.106198, -4.369210], [-0.332762, -2.990660, 0.913124], [-1.261030, 2.709605, -2.042780], [1.455772, -0.352450, 3.261027], [-1.154013, -3.989855, 0.863474], [-1.293602, 2.052300, -2.918912], [-0.205506, -0.495484, -2.151778], [1.252136, 1.153773, -3.120560], [-0.601882, -5.726374, 1.813753], [-1.351604, -2.356275, -2.925300], [-0.646992, -5.361289, 0.774592], [2.529944, -0.016032, 1.010569], [3.048356, 2.040405, -2.337820], [2.133424, 4.629822, 1.240107], [-0.787661, -1.437613, -2.550823], [-3.249967, 2.058374, -1.491387], [2.067435, 2.731873, -4.780028], [0.938171, 3.962549, -0.403252], [-2.414825, 2.913735, -0.193007], [-2.563114, -3.682858, 1.093367], [0.352935, -5.433450, 0.345894], [-2.658933, 4.117828, -2.853296], [0.450264, 2.503339, -1.398372], [-1.633501, 4.130757, -2.481765], [1.859135, 2.898371, 1.295401], [0.112644, 0.576923, -0.204898], [-3.213528, -4.314532, 0.487844], [1.443870, 6.024447, -0.659899], [-0.050108, 1.328131, 2.151346], [0.637737, 5.384723, -2.080153], [3.189055, 1.387454, -1.475635], [1.667494, 0.519055, 2.654281], [-2.281501, 2.206058, -1.012517], [-2.755725, -3.975528, 2.138268]], "forces_ev_per_angstrom": [[0.00, 0.01, -0.01], [0.03, -0.04, 0.07], [0.01, 0.04, 0.03], [0.00, 0.00, -0.01], [0.00, 0.00, 0.00], [0.00, 0.00, 0.00], [0.00, 0.00, -0.01], [0.00, -0.01, 0.01], [-0.03, -0.03, -0.05], [0.00, 0.00, 0.00], [0.06, 0.03, -0.08], [0.00, 0.01, 0.00], [0.01, -0.05, -0.03], [-0.01, 0.03, -0.03], [-0.07, 0.01, 0.01], [-0.02, -0.04, 0.00], [0.00, 0.00, 0.00], [0.00, 0.01, 0.00], [-0.10, -0.39, -0.31], [-0.01, 0.12, -0.03], [0.01, 0.02, 0.03], [0.05, -0.05, 0.65], [0.06, -0.01, 0.01], [0.15, 0.05, 0.05], [0.03, -0.02, 0.02], [-0.01, -0.02, -0.01], [0.04, 0.01, -0.02], [0.00, 0.00, -0.12], [0.03, -0.15, 0.08], [0.00, 0.02, 0.00], [0.01, 0.00, -0.01], [-0.05, 0.01, 0.03], [-0.01, 0.06, 0.01], [0.00, 0.00, 0.00], [0.01, 0.03, 0.03], [0.03, -0.02, 0.02], [-0.02, 0.02, -0.12], [0.00, 0.00, 0.00], [0.00, 0.00, 0.00], [-0.08, 0.05, 0.05], [-0.03, -0.02, -0.04], [0.00, 0.00, 0.00], [-0.16, 0.35, -0.12], [0.00, 0.01, -0.02], [0.00, 0.00, 0.00], [0.03, -0.06, -0.07], [0.00, 0.00, 0.00], [0.00, 0.00, 0.00], [0.03, 0.08, -0.01], [0.01, -0.04, 0.01], [-0.02, -0.02, -0.01]], "s_squared": 0.75, "e_tot_ev": -173331.4977, "spin_multiplicity": 2, "relative_energy_kj_mol": 46.0, "largest_force_ha_per_bohr": 0.013, "charge": 3, "orbital_gap_ha": [0.2805, 0.3149]}

{"formula": "C9H32O7", "method": "the ωB97M-V functional and the def2-TZVPD basis", "symbols": ["O", "H", "C", "C", "H", "H", "H", "H", "H", "H", "H", "H", "C", "O", "O", "H", "H", "H", "H", "C", "H", "H", "H", "H", "C", "H", "O", "O", "H", "O", "H", "H", "C", "C", "H", "H", "C", "H", "H", "H", "O", "C", "H", "H", "H", "H", "H", "H"], "xyz": [[-3.792290, 16.488149, 17.470059], [-5.081769, 17.457724, 12.886544], [0.703599, 19.577694, 17.247893], [-3.225304, 12.238604, 15.319428], [-3.591477, 19.124236, 18.995974], [-7.229493, 19.965838, 17.943452], [-3.637576, 13.881757, 19.260517], [-6.161479, 20.832494, 19.005564], [-3.174731, 17.190247, 17.674764], [-5.595994, 20.087645, 17.564447], [-5.775178, 17.854127, 18.589384], [-3.257811, 14.353246, 15.506595], [-3.795952, 13.610066, 14.918238], [2.446083, 17.894927, 17.046844], [-3.009729, 19.256387, 18.247412], [-5.450402, 13.660416, 16.268070], [-0.344810, 19.800813, 17.445766], [0.738716, 19.677632, 16.163055], [-4.315155, 13.174183, 13.019359], [-5.231567, 13.833858, 15.214449], [-4.694452, 18.122531, 20.567165], [1.341111, 18.197665, 18.703531], [-4.921234, 16.449638, 14.004532], [-2.391589, 19.926442, 18.539224], [-6.250170, 19.917689, 18.419590], [-0.098694, 17.062865, 16.170557], [-2.816359, 14.304539, 19.511684], [-4.456393, 17.146118, 13.540787], [-5.574361, 14.804880, 14.857063], [-4.938355, 18.967794, 20.182933], [-4.255497, 16.795587, 16.690856], [-3.356947, 12.107430, 16.393468], [-6.000818, 18.643272, 19.306635], [1.176669, 18.151300, 17.627009], [-7.938894, 17.925761, 19.460094], [1.226619, 20.383851, 17.762353], [0.173732, 17.114454, 17.224709], [0.500887, 16.115993, 17.514798], [2.744661, 17.241176, 17.683294], [-2.638176, 14.922780, 18.802973], [-3.712434, 13.762061, 13.480599], [-7.141322, 18.200558, 20.150365], [-6.910646, 17.306526, 20.729657], [-3.840362, 11.429572, 14.925363], [-0.806199, 17.290849, 17.668251], [-5.862689, 13.047704, 14.800032], [-2.162214, 12.165693, 15.090062], [-7.467919, 18.879863, 20.937750]], "forces_ev_per_angstrom": [[0.08, -0.80, 0.47], [-0.26, 0.12, -0.17], [-0.23, -0.23, -0.43], [-0.87, 0.50, 0.68], [-0.64, 0.01, 0.71], [-0.33, -0.44, 0.33], [-0.34, 0.00, -0.15], [-0.05, -0.05, 0.37], [0.28, 0.65, 0.08], [0.58, -0.67, 0.25], [0.49, -0.29, 0.25], [0.52, 0.45, -0.95], [-0.30, -1.27, -0.94], [0.15, -0.11, 0.28], [0.65, -0.13, -0.84], [0.07, 0.74, 0.38], [-0.17, -0.65, 0.36], [0.48, 0.20, -0.09], [-0.21, -0.18, 0.51], [-1.09, -1.08, 1.18], [0.36, -0.23, 0.43], [-0.36, -0.42, 0.31], [-0.15, -0.32, 0.17], [0.21, 0.18, 0.04], [-0.37, 0.14, 0.35], [0.65, 0.32, -0.28], [0.43, -0.28, 0.52], [0.49, 0.34, -0.04], [-0.09, -0.07, 0.28], [0.94, -0.15, -0.18], [-0.31, 0.19, -0.54], [0.27, 0.18, 0.29], [-0.53, 1.81, -1.37], [-1.05, 2.05, -0.16], [-0.46, 0.05, 0.29], [0.52, -0.18, -0.25], [-0.93, -0.68, 0.10], [0.00, -0.09, 0.07], [0.85, -0.29, -0.46], [-0.18, 0.33, -0.38], [1.58, 0.92, 0.19], [-1.09, -0.56, 0.08], [0.35, -0.36, -0.27], [0.27, -0.09, -0.57], [0.10, 0.06, 0.51], [-0.04, -0.05, -0.73], [-0.17, -0.15, -0.23], [-0.08, 0.58, -0.45]], "s_squared": 0.75, "e_tot_ev": -24182.9682, "spin_multiplicity": 2, "relative_energy_kj_mol": 33.4, "largest_force_ha_per_bohr": 0.045, "charge": -1, "orbital_gap_ha": [0.0810, 0.3782]}

{"formula": "C4H5NO2S", "method": "the ωB97M-V functional and the def2-TZVPD basis", "symbols": ["H", "C", "O", "H", "N", "S", "O", "H", "H", "H", "C", "C", "C"], "xyz": [[1.064427, 2.867874, 1.015383], [0.748289, 1.924697, 0.986105], [-0.105769, -2.334688, -0.289385], [0.328771, -1.106159, -1.828204], [0.262761, 1.337025, 2.089013], [-0.180588, -0.198900, 1.705667], [-1.668272, -0.790810, -1.314399], [-0.386547, -2.188705, 0.591127], [-2.155055, -1.310117, -0.626195], [1.191841, 1.681878, -1.229406], [0.227688, 0.003041, 0.015923], [-0.134664, -1.101129, -0.892485], [0.807118, 1.215993, -0.223144]], "forces_ev_per_angstrom": [[1.20, 3.81, 0.67], [-1.22, -3.10, 1.27], [0.62, -0.20, -1.68], [0.91, -0.12, -1.25], [0.72, 0.74, -1.21], [0.40, 1.14, -1.22], [2.28, -1.15, 1.49], [-0.37, -0.37, 1.62], [0.39, 0.66, -0.90], [-0.93, -1.28, 2.20], [0.20, -0.80, 0.21], [-4.02, 0.53, 0.20], [-0.18, 0.13, -1.39]], "e_tot_ev": -20647.6313, "relative_energy_kj_mol": 245.9, "largest_force_ha_per_bohr": 0.079, "orbital_gap_ha": 0.3715}